P | The following is a quantum chemistry calculation of one molecule with the formula C5H9N3, from OMol25.

Its SMILES is C[C@@H](N)c1cn[nH]c1.

Structure (ORCA input):
```
! RIJCOSX wB97M-V def2-TZVPD def2/J DEFGRID3
* xyz 0 1
C 1.41360 1.33604 -0.21295
C 1.19356 -0.24538 -0.32755
N 2.06105 -1.18508 0.47929
C -0.30805 -0.35052 -0.03852
C -1.34425 -1.26589 -0.27818
N -2.60685 -0.83147 -0.08868
N -2.50455 0.51161 0.17593
C -1.17510 0.73926 0.18980
H 2.44822 1.69759 -0.46462
H 0.68504 1.82727 -0.95110
H 1.20717 1.61918 0.94268
H 1.45735 -0.69378 -1.37432
H 1.42593 -1.33742 1.55168
H 1.94275 -2.19969 -0.12580
H -1.34615 -2.35252 -0.56526
H -3.47458 0.89709 0.49986
H -1.07514 1.83371 0.58774
*
```

Q | The following is a quantum chemistry calculation of one molecule with the formula C5H9N3, from OMol25.

Its SMILES is N/N=C1\NC[C@H]2C[C@H]12.

Structure (ORCA input):
```
! RIJCOSX wB97M-V def2-TZVPD def2/J DEFGRID3
* xyz 0 1
N -1.55728 0.37475 -2.73438
N -1.28724 0.94458 -1.38992
C -0.31609 0.60308 -0.70375
N 0.74400 -0.34204 -0.91009
C 1.40836 -0.96054 0.36937
C 0.20087 -0.60704 1.31919
C -0.38896 0.48252 2.16768
C -0.02692 0.68451 0.79259
H -2.27060 1.06333 -2.99042
H -0.72944 0.58788 -3.21638
H 0.75741 -1.03077 -1.75971
H 2.32849 -0.53218 0.79326
H 1.46367 -1.99503 0.40976
H -0.50021 -1.40078 1.14398
H -1.27549 0.34638 2.74356
H 0.34111 0.69482 2.99919
H 1.10833 1.08652 0.96609
*
```

R | The following is a quantum chemistry calculation of C5H9N3 as an isolated structure, from OMol25.

Structure (ORCA input):
```
! RIJCOSX wB97M-V def2-TZVPD def2/J DEFGRID3
* xyz 0 1
C -1.19867 1.10091 -0.00538
C 0.87126 0.70774 -0.21646
C 2.12913 0.08881 0.37302
C 1.48017 -1.23602 -0.25614
C 0.14967 -0.52823 0.11901
H -2.29867 -1.78927 -0.49715
H -1.93923 -1.39261 1.08278
H -2.17825 1.69388 0.30397
H 1.12248 0.78996 -1.30724
H 3.05329 0.40588 -0.08102
H 2.21437 -0.04360 1.49912
H 1.62636 -1.24004 -1.34034
H 1.81444 -2.22610 0.13177
H 0.18192 -0.56430 1.28600
N -2.18002 -0.98164 0.18990
N -1.15065 -0.25888 -0.39040
N -0.12448 1.75009 0.03448
*
```

S | The following is a quantum chemistry calculation of one molecule with the formula C5H9N3, from OMol25.

Its SMILES is C[C@]12C[C@@H]1N=CNN2.

Structure (ORCA input):
```
! RIJCOSX wB97M-V def2-TZVPD def2/J DEFGRID3
* xyz 0 1
C 0.43136 -1.75385 0.54953
C 0.01699 -0.72223 -0.45371
C 0.90109 -0.58336 -1.70040
C 0.74928 0.55882 -0.63671
N 1.07586 1.13835 0.64310
C -0.12601 1.27321 1.13641
N -1.34317 0.85638 0.64107
N -1.35733 -0.36843 -0.24241
H 1.50682 -2.10353 0.60629
H -0.33821 -2.64260 0.32291
H 0.14247 -1.34322 1.48425
H 1.70712 -1.31029 -1.64791
H 0.55160 -0.32993 -2.66515
H 0.10585 1.30865 -1.15428
H -0.25597 1.75371 2.13162
H -2.09173 0.70179 1.34257
H -1.79174 -0.05425 -1.08327
*
```

In terms of stability, P leads; the second structure lies 0.0032 hartree higher.

P | The following is a quantum chemistry calculation of one molecule with the formula C5H5N3, from OMol25.

Its SMILES is [H]/N=c1/cncccn1.

Structure (ORCA input):
```
! RIJCOSX wB97M-V def2-TZVPD def2/J DEFGRID3
* xyz 0 1
H -3.11195 0.56784 0.21340
N -2.42775 -0.27550 0.14758
C -1.20224 0.13566 -0.01439
C -0.50018 -1.30465 -0.04761
N 0.74444 -1.60054 -0.16845
C 1.83686 -0.67104 -0.03225
C 1.71088 0.57760 0.27080
C 0.57316 1.64799 -0.11538
N -0.69127 1.37599 -0.11487
H -1.12993 -2.06683 0.07924
H 2.69991 -1.24392 0.24658
H 2.63452 1.21691 0.37065
H 1.01864 2.71285 -0.32677
*
```

Q | The following is a quantum chemistry calculation of one molecule with the formula C5H5N3, from OMol25.

Its SMILES is C1=C[C@@H]2NC=NC2=N1.

Structure (ORCA input):
```
! RIJCOSX wB97M-V def2-TZVPD def2/J DEFGRID3
* xyz 0 1
C -0.33142 0.74655 1.93544
C 0.80967 0.61640 1.28012
C 0.62160 -0.23126 0.05660
N 0.46911 -0.06389 -1.35276
C -0.64509 -0.48322 -1.82653
N -1.56759 -0.80345 -1.02413
C -0.85692 -0.42260 0.24284
N -1.39995 0.09948 1.23500
H -0.51503 1.59563 2.66448
H 1.78770 1.02496 1.47067
H 1.01851 -1.29473 0.17571
H 1.35741 -0.15303 -1.95077
H -0.74801 -0.63083 -2.90667
*
```

R | The following is a quantum chemistry calculation of a 2-piece molecular cluster, C5H5N3 overall, from OMol25.

Structure (ORCA input):
```
! RIJCOSX wB97M-V def2-TZVPD def2/J DEFGRID3
* xyz 0 1
C 2.91465 -0.86386 -0.11223
C 2.12082 0.04826 -0.06485
C -1.87809 -0.50833 -0.76602
C -1.70216 -0.90703 0.56521
C 0.67948 1.55273 0.16575
N -1.04261 0.48741 -1.00846
N -0.77162 -0.18868 1.15179
N -0.39976 0.62760 0.13602
H 3.51462 -1.66601 -0.05761
H -2.65194 -1.01206 -1.40081
H -2.25593 -1.75534 1.04721
H 0.66447 2.06847 -0.79997
H 0.80805 2.11684 1.14398
*
```

S | The following is a quantum chemistry calculation of C5H5N3 as an isolated structure, from OMol25.

Structure (ORCA input):
```
! RIJCOSX wB97M-V def2-TZVPD def2/J DEFGRID3
* xyz 0 1
C 1.60112 -0.76758 -0.96684
C 0.24769 -0.45437 0.51409
C -1.55815 0.63345 0.88016
C -1.39533 1.23597 -0.36020
C 0.48891 0.18492 -0.66731
H 1.55352 -1.48095 -1.78989
H 2.70036 -0.34446 -0.89795
H 2.26567 -0.82314 1.03195
H -2.24630 0.88155 1.72448
H -1.98941 1.99939 -0.88691
N 1.35589 -1.37930 0.40567
N -0.69903 -0.32388 1.41902
N -0.45533 0.95650 -1.19341
*
```

In terms of stability, Q leads; the second structure lies 0.0202 hartree higher.

P | The following is a quantum chemistry calculation of a 2-piece molecular cluster, C5H5N3 overall, from OMol25.

Structure (ORCA input):
```
! RIJCOSX wB97M-V def2-TZVPD def2/J DEFGRID3
* xyz 0 1
C -2.61576 -0.80918 -0.70233
C -1.87292 -0.12122 0.02633
C -0.66253 0.67710 0.65880
C 1.37505 -0.99426 0.65058
C 1.31258 0.90067 -0.44310
H -2.97665 -1.77248 -1.48272
H -0.70815 1.86192 -0.32248
H -0.94783 1.06198 1.73379
H 1.02998 -1.88419 1.20843
H 0.82892 1.98929 -0.71262
N 0.51415 -0.00074 0.36088
N 2.40983 -0.96692 -0.10922
N 2.31331 0.05803 -0.86632
*
```

Q | The following is a quantum chemistry calculation of one molecule with the formula C5H5N3, from OMol25.

Its SMILES is c1[nH]cc2c1CN=N2.

Structure (ORCA input):
```
! RIJCOSX wB97M-V def2-TZVPD def2/J DEFGRID3
* xyz 0 1
C -0.47668 -1.54303 -0.33748
N 0.03280 -1.35980 -1.62407
C 0.38763 0.05954 -1.72661
C 0.24447 0.54394 -0.42942
C -0.31396 -0.46320 0.44579
C -0.49019 0.11215 1.71366
N 0.16368 1.42911 1.57984
N 0.58221 1.60480 0.38590
H -0.96718 -2.52240 0.03184
H -0.08520 -1.93935 -2.39579
H 0.89827 0.36232 -2.59041
H -1.52773 0.52037 2.07680
H 0.12349 -0.39603 2.49018
*
```

R | The following is a quantum chemistry calculation of C5H5N3 as an isolated structure, from OMol25.

Structure (ORCA input):
```
! RIJCOSX wB97M-V def2-TZVPD def2/J DEFGRID3
* xyz 0 1
C 0.20683 2.25098 -0.72639
C -0.82161 0.47833 -0.72190
C -1.31486 -2.30121 -0.03812
C -0.37850 -1.81245 0.70988
C 0.75788 -0.80776 0.58081
N -0.95004 1.75568 -1.10275
N 1.02248 1.33297 -0.20674
N 0.34498 0.22283 -0.23207
H 0.65324 3.32041 -0.70939
H -1.76361 -0.25911 -0.97209
H -0.65886 -2.39921 1.61738
H 1.20387 -0.36564 1.50107
H 1.69820 -1.41581 0.30032
*
```

In terms of stability, Q leads; the second structure lies 0.1052 hartree higher.

P | The following is a quantum chemistry calculation of one molecule with the formula C10H20N2O4, from OMol25.

Its SMILES is CCCCNC(=O)O[C@H](C)CNC(=O)OC.

Structure (ORCA input):
```
! RIJCOSX wB97M-V def2-TZVPD def2/J DEFGRID3
* xyz 0 1
C -0.99624 -1.40373 -3.65359
C -1.73516 -0.14377 -4.34853
C -2.67307 0.42063 -3.42315
C -2.15845 1.28455 -1.99808
N -1.66871 0.38474 -0.90404
C -0.11116 0.54508 -0.73684
O 0.69394 1.31443 -1.12000
O 0.02012 -0.45993 0.17539
C 1.56800 -0.71450 0.67860
C 2.43449 -1.35565 -0.27181
C 1.21531 -1.15438 2.06541
N 0.58441 -0.43828 3.07473
C 1.38228 0.30450 3.78278
O 2.45038 0.14829 4.23828
O 0.50178 1.24040 4.56125
C 1.00331 1.78712 5.72008
H -1.69177 -1.97897 -3.21281
H -0.35423 -1.75719 -4.35833
H -0.16372 -1.20407 -2.89473
H -0.88540 0.73723 -4.50623
H -2.20228 -0.50652 -5.13766
H -3.35077 1.20412 -3.86325
H -3.38408 -0.08112 -2.88057
H -2.94639 1.85465 -1.62775
H -1.17674 1.86843 -2.48644
H -2.13741 -0.37547 -0.55828
H 1.73653 0.38677 0.84878
H 2.21079 -0.67043 -1.29781
H 3.31630 -1.53259 0.02378
H 1.92677 -2.26786 -0.46184
H 2.25761 -1.21835 2.45773
H 1.00932 -2.28962 1.88664
H -0.30334 -0.18812 2.70150
H 1.40754 1.20114 6.38721
H 1.76757 2.40372 5.30493
H 0.45247 2.65476 5.83466
*
```

Q | The following is a quantum chemistry calculation of one molecule with the formula C10H20N2O4, from OMol25.

Its SMILES is CC[C@H](C)[C@H](NC(=O)[C@@H](N)[C@@H](C)O)C(=O)O.

Structure (ORCA input):
```
! RIJCOSX wB97M-V def2-TZVPD def2/J DEFGRID3
* xyz 0 1
C -3.44281 1.86345 0.85533
C -2.53814 2.24472 -0.38758
C -1.74432 1.08352 -0.84422
C -2.62043 -0.12132 -1.30373
C -0.69587 0.71249 0.26629
N 0.42353 -0.08629 -0.30595
C 1.60753 0.27224 0.00885
O 1.76098 1.01573 1.06444
C 2.69538 -0.42285 -0.65656
N 4.10615 0.00715 -0.27561
C 2.57171 -1.99444 -0.59158
C 2.29393 -2.59230 0.73672
O 1.44702 -2.27954 -1.37929
C -0.82392 0.14285 1.55952
O -1.72820 -0.82714 1.60998
O -0.15168 0.76713 2.64355
H -3.76604 0.80278 0.76049
H -3.02342 2.05226 1.86045
H -4.49921 2.46262 0.79822
H -3.27948 2.56962 -1.19711
H -1.67219 3.18486 -0.33017
H -1.09323 1.16577 -1.73580
H -3.59211 0.45874 -1.88736
H -2.09042 -0.77822 -2.26412
H -3.08163 -0.60601 -0.33842
H -0.34419 1.68412 0.71284
H 0.17079 -0.84586 -0.90466
H 2.60376 -0.39841 -1.72588
H 4.01768 0.78464 0.49180
H 4.64467 0.58563 -1.05196
H 3.49230 -2.54072 -0.92907
H 3.04436 -2.30321 1.50482
H 1.31266 -2.55587 1.36184
H 2.36179 -3.62373 0.65961
H 1.00463 -3.10760 -0.88903
H 0.62840 1.22319 2.10333
*
```

In terms of stability, Q leads; the second structure lies 0.0820 hartree higher.

P | The following is a quantum chemistry calculation of a 2-piece molecular cluster, C15H18O2 overall, from OMol25.

Its SMILES is CCc1ccc(O)cc1.Cc1ccc(O)cc1.

Structure (ORCA input):
```
! RIJCOSX wB97M-V def2-TZVPD def2/J DEFGRID3
* xyz 0 1
C -1.21916 4.05020 -2.64158
C -0.58263 3.44372 -1.39367
C 0.18517 2.18192 -1.72879
C 1.55496 2.24040 -1.92709
C 2.26064 1.11174 -2.34652
C 1.56215 -0.06538 -2.56373
O 2.20650 -1.20884 -2.98382
C 0.19558 -0.14112 -2.38892
C -0.49929 1.00193 -1.99491
H -1.85033 4.89045 -2.37939
H -1.90690 3.29818 -3.03376
H -0.46953 4.21184 -3.40411
H 0.13207 4.16696 -1.00385
H -1.27785 3.26517 -0.57029
H 2.12053 3.12377 -1.65999
H 3.27552 1.21660 -2.69140
H 3.04782 -0.97145 -3.39443
H -0.36684 -1.02034 -2.65963
H -1.53354 0.89647 -1.68661
C -0.49954 -2.51189 -0.18575
C -0.57832 -2.01914 1.25195
C -1.49310 -1.04453 1.62050
C -1.64721 -0.71752 2.96336
C -0.81698 -1.29838 3.90847
O -0.74849 -0.81454 5.20092
C 0.15517 -2.21574 3.54056
C 0.29365 -2.54374 2.19686
H -1.11957 -1.91045 -0.83513
H -0.74156 -3.57112 -0.15856
H 0.50209 -2.36475 -0.60025
H -2.01711 -0.41706 0.91498
H -2.38879 -0.00204 3.29707
H -1.62671 -0.58848 5.53741
H 0.60081 -2.88216 4.26160
H 0.99119 -3.31562 1.89750
*
```

Q | The following is a quantum chemistry calculation of a 2-piece molecular cluster, C15H18O2 overall, from OMol25.

Its SMILES is CCc1ccc(O)cc1.Cc1ccc(O)cc1.

Structure (ORCA input):
```
! RIJCOSX wB97M-V def2-TZVPD def2/J DEFGRID3
* xyz 0 1
C -2.62582 -0.07375 -2.67590
C -1.26883 0.59881 -2.09635
C -1.73110 1.24704 -0.78950
C -2.38270 2.46838 -0.84642
C -2.55086 3.16318 0.39595
C -2.06832 2.60093 1.61909
O -2.28911 3.34858 2.79466
C -1.28734 1.36765 1.66246
C -1.16783 0.70326 0.40771
H -3.26949 0.53976 -3.20468
H -3.25415 -0.35655 -1.81550
H -2.39627 -0.98785 -3.30769
H -0.55313 -0.20364 -1.88255
H -0.69870 1.34618 -2.67061
H -3.09730 2.75669 -1.64990
H -3.24358 3.98788 0.27536
H -3.17528 3.68300 2.72820
H -0.77555 0.92536 2.53149
H -0.36496 0.07680 0.27651
C 0.00283 -3.48948 0.59431
C 1.11136 -2.54196 0.30218
C 1.20076 -1.95956 -0.99706
C 2.33541 -1.21032 -1.24144
C 3.38206 -1.22909 -0.26471
O 4.38214 -0.38372 -0.64484
C 3.32800 -1.85083 0.95679
C 2.17332 -2.54362 1.23776
H 0.19992 -4.49244 0.78008
H -0.78210 -3.58678 -0.21314
H -0.42259 -2.98409 1.56279
H 0.43130 -2.03711 -1.72576
H 2.66101 -0.84561 -2.18513
H 4.76524 0.11963 0.13632
H 4.13686 -1.79804 1.68948
H 2.38878 -3.36592 1.88694
*
```

In terms of stability, P leads; the second structure lies 0.0856 hartree higher.

P | The following is a quantum chemistry calculation of one molecule with the formula C5H10N2, from OMol25.

Its SMILES is C=NC(=C)CCN.

Structure (ORCA input):
```
! RIJCOSX wB97M-V def2-TZVPD def2/J DEFGRID3
* xyz 0 1
C -0.98307 0.09298 -2.36568
N -0.73979 0.90416 -1.43536
C -0.45955 0.63741 -0.09861
C -1.37849 0.73512 0.86729
C 0.97469 0.49976 0.29418
C 1.50120 -0.98405 0.53746
N 0.81522 -1.44888 1.77454
H -0.99020 -0.98004 -2.45539
H -1.30428 0.63843 -3.28200
H -1.20565 1.12139 1.86400
H -2.43741 0.85233 0.66736
H 1.11611 0.93242 1.30047
H 1.61464 0.97499 -0.44732
H 2.57921 -1.00603 0.78134
H 1.23490 -1.56663 -0.35464
H 1.11517 -0.88579 2.54897
H -0.15444 -1.63592 1.58537
*
```

Q | The following is a quantum chemistry calculation of C5H10N2 as an isolated structure, from OMol25.

Structure (ORCA input):
```
! RIJCOSX wB97M-V def2-TZVPD def2/J DEFGRID3
* xyz 0 1
C -1.79082 -0.55360 -0.08770
C -0.89675 -0.12002 -1.16565
N -0.81258 1.32768 -1.20626
C 0.13551 -0.99927 -0.62490
C 1.17452 -0.72702 0.41537
C 1.97381 0.54057 0.50683
N 0.97149 0.21621 1.51035
H -1.77288 1.37680 -0.79234
H -1.69556 -0.14029 0.91588
H -2.78311 -0.97131 -0.28847
H -1.24746 -0.53996 -2.11038
H -0.23128 1.60303 -0.41494
H 0.44650 -1.83676 -1.26215
H 1.70982 -1.62710 0.72074
H 2.99844 0.49931 0.87662
H 1.78198 1.31676 -0.23042
H 0.11674 0.74132 1.35548
*
```

R | The following is a quantum chemistry calculation of one molecule with the formula C5H10N2, from OMol25.

Its SMILES is C[C@H]1N[C@H]1[C@H]1CN1.

Structure (ORCA input):
```
! RIJCOSX wB97M-V def2-TZVPD def2/J DEFGRID3
* xyz 0 1
C 0.70826 -0.75051 1.57193
C 1.35337 -0.20115 0.30140
N 1.43852 -1.10766 -0.77707
C 0.59684 0.05972 -1.01428
C -0.55005 0.72978 -0.25906
C -1.71698 1.12804 -1.02502
N -1.82022 0.09836 0.01843
H 1.50849 -1.32616 2.04860
H -0.13121 -1.43771 1.39568
H 0.35772 -0.00098 2.28930
H 2.07546 0.58308 0.46291
H 0.98205 -1.98377 -0.56056
H 1.09671 0.70550 -1.74301
H -0.26532 1.42551 0.55201
H -2.17434 2.07988 -0.78987
H -1.67235 0.81906 -2.06171
H -1.78693 -0.82099 -0.40966
*
```

In terms of stability, P leads; the second structure lies 0.0639 hartree higher.